{"formula": "C6H11N", "method": "ωB97M-V/def2-TZVPD", "molar_mass_g_mol": 97.2, "homo_energy_ev": -8.6, "energy_ev": -7888.41415, "spin_multiplicity": 1, "smiles": "C=NC(=C)CCC", "de_lowest_kcal_mol": 48.8, "lumo_ev": 1.11, "species": ["C", "N", "C", "C", "C", "C", "C", "H", "H", "H", "H", "H", "H", "H", "H", "H", "H", "H"], "xyz": [[-1.9950, -1.3478, -1.4769], [-1.2001, -0.9980, -0.5461], [-0.5079, 0.2149, -0.5686], [-1.1577, 1.3657, -0.3011], [0.9931, 0.0927, -0.3914], [1.2906, -0.3324, 1.1112], [2.0383, 0.7462, 1.8504], [-2.5828, -2.2040, -1.1768], [-1.9565, -0.7847, -2.4016], [-2.2339, 1.3465, -0.1933], [-0.6346, 2.3025, -0.4368], [1.4146, 0.9870, -0.8535], [1.3491, -0.7779, -0.9568], [1.9520, -1.1975, 1.0811], [0.3040, -0.6595, 1.4212], [2.8491, 1.2011, 1.2653], [1.5375, 1.6878, 2.1001], [2.5322, 0.3953, 2.7573]], "forces_ev_per_angstrom": [[1.5, 0.5, 1.6], [-0.6, -0.1, 0.2], [0.1, 0.5, 0.9], [0.2, -0.6, -1.3], [-0.5, -1.3, -0.5], [0.4, 0.9, -1.8], [0.6, 1.3, 0.6], [-0.4, -0.3, -1.0], [-0.8, -0.2, -0.4], [0.0, 0.2, 0.0], [0.0, 0.1, 0.6], [0.5, 0.1, 0.7], [-0.1, 0.4, -0.4], [-0.2, -0.2, 0.0], [0.2, 0.1, 1.0], [0.1, -0.8, -0.4], [-0.8, -0.5, 0.2], [-0.2, -0.1, 0.1]]}